Entry 1:
The following is a quantum chemistry calculation of C31H29BCeN10O4 as an isolated structure, from the Open Molecules 2025 dataset.

Geometry as XYZ:
```
76
Properties=species:S:1:pos:R:3:mulliken_spin:R:1
H 0.39690 -0.28265 -2.84058 0.01
H -3.22991 -1.01390 4.24193 0.00
O 1.54068 1.31132 -1.43191 0.00
C 1.23992 3.13155 1.14112 0.00
C -4.57706 -0.68522 0.31317 0.00
N 2.18595 -0.85014 1.11852 0.00
C -0.58366 -3.18644 -3.03768 0.00
H -0.31837 -2.84039 -5.15952 0.00
C -3.21329 -2.51205 -0.47726 0.00
H -5.77670 -3.65433 1.46311 0.00
H -4.58444 3.41482 -0.14933 0.00
H -1.28544 -1.72972 2.42800 0.00
H 5.87727 -1.13906 -3.02934 0.00
O 1.05938 -1.85494 -0.35853 0.00
B -2.31574 2.59446 1.31723 -0.01
N -2.43896 1.19040 1.98090 0.00
H -3.87106 1.55335 3.47699 0.00
N -2.64478 2.60965 -0.21128 0.00
C -2.22207 -3.06626 -1.40746 0.00
H -1.06182 4.74810 2.79911 0.00
C 1.25722 -0.80163 -3.27347 -0.01
C 3.89838 1.06662 -1.35836 0.00
N 2.17315 -1.78158 0.25787 0.01
H -6.23752 -1.20250 1.53692 0.00
C 2.63086 0.71099 -1.86224 0.00
C 4.97923 -0.62400 -2.71270 0.00
N -1.61669 0.17606 1.64754 0.01
C -2.35413 2.51138 -2.33667 0.00
C 3.74134 -0.98531 -3.21312 0.00
Ce -0.32972 0.17219 -0.54271 1.00
C 5.04026 0.41194 -1.77359 0.00
N -1.75957 2.26582 -1.18009 0.00
N 0.13033 2.48473 0.83430 0.00
H 2.50817 1.06243 2.82942 0.00
C -5.13398 -2.95691 0.94243 0.00
H -1.17728 -4.04953 -3.35850 0.00
C 2.57827 -0.33388 -2.80740 0.00
C -3.77506 3.06988 -0.77321 0.00
O 1.14283 -0.09690 1.35749 0.00
C -3.16786 0.85101 3.05799 0.00
C -4.06476 -3.40003 0.18790 0.00
H 5.99738 0.70434 -1.35471 0.00
C 5.65889 -1.13055 2.40997 0.00
H 3.94439 1.86227 -0.62344 0.00
H 0.36152 -3.55391 -2.63175 0.00
C -0.39567 4.13444 2.21380 0.00
C 5.69399 -0.04752 3.28310 0.00
C -3.63845 3.03403 -2.14504 0.00
H -1.83645 2.29226 -3.25920 0.00
C -1.83728 -0.80596 2.51119 0.00
N -1.29258 -2.43471 -1.99970 0.00
H -1.01339 -1.47964 -4.26955 0.00
C 4.56390 0.73891 3.44312 0.00
C -2.82321 -0.43075 3.43352 0.00
H 3.64369 -1.80013 -3.92145 0.00
H -3.87003 -4.46511 0.09158 0.00
C 4.50930 -1.42706 1.69726 0.00
C 3.40091 0.46090 2.73297 0.00
N -0.87133 3.10175 1.49528 0.00
O -2.63947 -0.26930 -0.97157 -0.01
H -2.38375 -4.12732 -1.65004 0.00
H -4.35410 3.34080 -2.88863 0.00
H 6.60039 0.18097 3.82977 0.00
C 0.97270 4.18466 2.03359 0.00
H -3.09332 3.32944 1.88476 0.00
H 4.57970 1.58485 4.11934 0.00
C -0.26121 -2.27545 -4.22926 0.00
C 3.39362 -0.61891 1.87101 0.00
H -4.77106 0.38058 0.33502 0.00
H 6.53752 -1.74874 2.27392 0.00
C -5.38684 -1.57822 0.97740 0.00
H 4.47608 -2.25154 1.00087 0.00
H 2.16733 2.80352 0.69863 0.00
H 1.66877 4.88679 2.46124 0.00
C -3.43350 -1.11460 -0.39948 0.00
N 1.09127 -1.75039 -4.09050 0.00
```

Values from the calculation:
- Total charge: -1
- 2S+1: 2
- ⟨S²⟩: 0.751
- Gap between HOMO and LUMO (spin up / spin down): 7.506 / 7.510 eV

---

Entry 2:
The following is a quantum chemistry calculation of C31H29BFeN3O6SSe2Te2 as an isolated structure, from the Open Molecules 2025 dataset.

Geometry as XYZ:
```
76
Properties=species:S:1:pos:R:3:mulliken_spin:R:1
H -0.32202 -3.53803 3.51289 0.00
O 0.14168 -2.08183 -0.54461 -0.01
H 3.93698 -3.82393 3.10069 0.00
O -2.35862 -0.62823 0.76149 0.01
C 2.86608 1.86887 -3.32691 0.02
H 3.82268 1.27487 -5.13991 0.00
H -0.89932 4.71757 3.81769 0.00
C -0.30462 -2.99923 -1.45811 0.01
H 1.27618 1.03737 3.37139 0.05
H 0.95418 4.43367 -5.47801 0.00
O 2.90678 0.72707 1.19009 0.02
H 2.76818 -5.57073 4.24119 0.00
H -2.45262 0.33867 0.92869 0.00
C -2.10922 3.26567 -0.61931 0.16
O 0.91718 -1.51563 -2.66771 0.00
O 1.90978 -0.43933 -0.70421 -0.01
C 0.58348 1.78027 2.99709 0.14
C 0.24058 2.90437 3.73359 -0.05
N -1.26842 2.35357 -0.09751 0.22
H -3.56012 1.62537 3.18219 0.00
C -0.63582 3.84797 3.22799 0.12
C -1.40962 -4.87683 -2.34761 0.00
H 0.68048 3.04557 4.71449 0.01
Te -3.53942 -1.14503 -3.38221 0.07
C -1.18872 3.71257 1.94009 -0.10
H 3.37528 1.12387 -2.71901 0.00
H -0.31312 -1.52913 2.09839 -0.01
C -0.81942 2.57817 1.17359 0.01
C 0.05708 1.62367 1.71889 0.07
H 1.51838 -4.86753 5.26899 0.00
H 0.56378 4.34687 -3.05681 0.00
C 3.01138 -2.20653 2.07449 0.01
Fe 0.04618 0.89077 -1.19941 3.51
C 0.61078 -3.16683 3.11139 0.00
C -0.18522 -3.40473 -3.84091 0.00
H 2.56068 2.88017 -6.54081 0.00
C 1.81188 -3.84423 3.39529 0.00
C 1.27568 3.66557 -3.51441 0.01
C 3.00208 -3.32843 2.87069 0.00
C 0.15068 -2.65453 -2.73651 0.02
B 0.82238 -1.10863 -1.31151 -0.29
C 1.50878 3.72727 -4.87211 -0.01
C 1.48798 2.46587 -1.35311 0.13
H -3.06842 -0.84753 3.86799 0.00
H 3.92698 -1.80453 1.66779 0.00
C 1.79258 -5.08863 4.23479 0.00
Te -2.06582 1.91477 -5.17461 0.26
H -4.47902 -0.47733 2.85219 0.00
H -3.19162 5.08057 -0.43601 0.01
Se -0.71422 1.43327 -3.12481 0.14
C -2.52032 4.39207 0.05329 0.01
C -1.08852 -4.11063 -1.23521 0.00
C 1.92018 2.70327 -2.69971 -0.02
C -2.06592 4.63807 1.34759 0.39
H 1.05988 -5.79623 3.84419 0.00
H -1.44532 -4.33543 -0.24291 0.00
H -1.26432 -5.13223 -4.46161 0.00
H -2.01322 1.11757 2.93359 -0.01
N -2.98502 0.96207 2.67909 0.00
H 2.24178 2.03037 -0.69071 -0.03
H -2.02602 -5.75503 -2.21281 0.00
C -0.97292 -4.52743 -3.61571 0.00
C -3.38742 -0.41023 2.90899 0.00
C 3.10268 1.94537 -4.68281 -0.01
C 2.41428 2.86167 -5.46941 0.02
H -2.46142 3.06047 -1.63061 0.04
O -2.82682 -2.50213 1.86979 0.00
Se -1.77042 -0.13263 -1.92941 0.05
N 0.35138 0.54767 0.88259 0.00
H 0.13378 -3.12243 -4.83071 0.00
H -2.37502 5.51577 1.90119 0.03
C -2.82692 -1.30353 1.78929 0.00
C 0.60558 -2.04563 2.32459 0.02
H 0.98938 3.32027 -0.87581 -0.02
C 1.80128 -1.55943 1.78109 -0.01
S 1.76808 -0.07853 0.85409 0.04
```

Values from the calculation:
- Total charge: -2
- 2S+1: 6
- ⟨S²⟩: 8.861
- Gap between HOMO and LUMO (spin up / spin down): 3.435 / 4.175 eV